1.
DFT (ωB97M-V/def2-TZVPD) results for a 10-piece molecular cluster, C49H103BN5O17 overall in a non-equilibrium geometry.

Positions of all 175 atoms, in Å:
O  14.20464  21.14940  -7.09523
C  14.59351  20.89892  -8.22182
O  15.91550  20.86075  -8.56834
B  16.02425  20.75992  -10.01877
O  14.74307  20.17168  -10.34771
C  13.82680  20.50455  -9.48515
O  12.61844  20.37360  -9.64710
O  17.11350  19.92004  -10.58182
C  17.93206  20.71522  -11.26138
O  18.92294  20.43861  -11.94048
C  17.31023  22.13145  -11.32067
O  16.24644  22.12151  -10.59466
O  17.69356  23.04294  -12.02354
C  12.78837  25.88778  -6.13161
C  11.47912  25.02781  -6.65178
C  10.76634  24.50598  -5.36890
C  10.06897  25.62891  -4.61945
C  9.15539  26.49098  -5.57917
C  9.73466  26.99763  -6.91343
N  10.68412  25.87931  -7.47502
O  11.12958  26.32145  -8.75680
C  8.45471  27.14415  -7.78993
C  10.50053  28.27535  -6.61482
C  11.94749  23.76020  -7.44486
H  13.63068  25.86878  -6.82317
H  13.15936  25.43827  -5.21051
H  12.62678  26.93606  -5.88041
H  9.99462  23.76733  -5.58554
H  11.38354  23.91753  -4.69000
H  10.80965  26.31099  -4.20202
H  9.41235  25.31377  -3.80850
H  8.65207  27.35657  -5.14844
H  8.21713  25.93969  -5.64108
H  8.70276  27.64274  -8.72694
H  8.11231  26.21866  -8.25290
H  7.68834  27.62378  -7.18105
H  10.89424  28.20058  -5.60116
H  11.40820  28.44021  -7.19540
H  9.78115  29.08932  -6.70450
H  12.23911  24.02845  -8.46029
H  11.23376  22.95099  -7.29040
H  12.84296  23.38756  -6.94750
H  10.38274  26.36941  -9.35807
C  18.59079  17.04850  -7.21469
C  17.33686  17.60225  -6.40201
C  16.18574  17.54507  -7.48002
C  14.77650  17.70049  -6.81482
C  14.57433  16.73259  -5.66481
C  15.69553  16.83247  -4.60269
N  16.96681  16.72077  -5.27754
O  18.08917  16.43752  -4.48379
C  15.61782  18.06472  -3.66067
C  15.59299  15.62301  -3.61644
C  17.63350  19.03670  -6.01479
H  19.52936  17.14587  -6.66908
H  18.98781  17.53005  -8.10833
H  18.42907  16.00755  -7.49462
H  16.49644  18.21044  -8.28554
H  16.20418  16.56730  -7.96139
H  14.00097  17.57027  -7.56961
H  14.67306  18.66217  -6.31225
H  14.71454  15.78538  -6.18563
H  13.55756  16.89103  -5.30541
H  15.50293  19.02444  -4.16451
H  14.79423  18.04753  -2.94686
H  16.59877  18.14736  -3.19270
H  15.79372  14.62302  -4.00092
H  16.28387  15.83762  -2.80113
H  14.64111  15.50833  -3.09792
H  17.73595  19.62407  -6.92726
H  18.56244  19.14754  -5.45543
H  16.98595  19.60414  -5.34636
H  17.95628  15.49181  -4.38598
C  12.41674  14.08773  -8.58055
C  10.95028  14.48742  -8.64587
C  10.76069  15.95408  -8.18570
C  11.18748  17.08434  -9.20710
C  10.39127  16.70421  -10.49830
C  10.69218  15.26686  -11.04361
N  10.39078  14.25591  -9.98878
O  10.51326  12.90450  -10.34890
C  9.72400  15.06367  -12.26312
C  12.18905  15.31165  -11.51713
C  10.11755  13.61050  -7.63698
H  13.10136  14.88495  -8.87011
H  12.65936  13.28582  -9.27781
H  12.69879  13.69241  -7.60471
H  9.75705  16.11203  -7.79089
H  11.29454  16.19997  -7.26775
H  12.23325  17.09845  -9.51413
H  11.05262  18.08211  -8.78952
H  10.62003  17.52010  -11.18393
H  9.32131  16.88779  -10.40034
H  8.73142  15.13060  -11.81768
H  9.81719  15.86859  -12.99217
H  9.93640  14.21796  -12.91715
H  12.65266  14.36585  -11.79756
H  12.33449  15.94062  -12.39539
H  12.93840  15.80899  -10.90132
H  10.16402  12.53987  -7.83626
H  9.05384  13.83059  -7.72738
H  10.43642  13.67686  -6.59678
H  9.62711  12.59667  -10.14500
C  22.51650  21.17692  -12.43726
C  23.16244  19.84897  -11.92522
C  24.26638  20.35468  -10.82793
C  24.89410  19.13338  -10.12888
C  23.70168  18.44573  -9.41434
C  22.57738  17.93931  -10.31195
N  22.17166  18.94086  -11.34247
O  21.09594  18.52888  -12.22550
C  23.23701  16.70288  -11.11642
C  21.29732  17.52145  -9.60947
C  23.91928  19.28640  -13.08381
H  21.75549  21.20030  -13.21727
H  23.34532  21.78340  -12.80242
H  22.03540  21.66168  -11.58776
H  25.14757  20.89384  -11.17565
H  23.70191  20.97983  -10.13606
H  25.68890  19.46347  -9.45998
H  25.43464  18.48957  -10.82272
H  23.25436  19.15536  -8.71833
H  24.10002  17.65079  -8.78387
H  22.72219  16.40886  -12.03108
H  24.27991  16.90894  -11.35725
H  23.35440  15.89250  -10.39696
H  21.41436  17.09657  -8.61254
H  20.47389  18.22516  -9.48760
H  20.80312  16.73436  -10.17900
H  24.66550  18.50618  -12.93377
H  24.34437  20.10604  -13.66310
H  23.29448  18.66266  -13.72308
H  20.41952  19.18455  -12.04071
C  22.43798  25.49153  -7.90476
C  22.87793  24.24912  -8.71941
C  23.95585  23.44365  -7.96831
C  23.44117  22.65313  -6.83718
C  22.31237  21.76328  -7.20378
C  21.15418  22.47438  -7.90702
N  21.73158  23.33897  -8.94688
O  20.67476  23.88440  -9.82094
C  20.27338  21.37449  -8.65599
C  20.14813  23.25375  -6.92916
C  23.51343  24.69716  -10.11116
H  22.50964  25.17636  -6.86379
H  23.15208  26.31461  -7.93119
H  21.41342  25.72115  -8.19743
H  24.34105  22.78277  -8.74480
H  24.77740  24.04114  -7.57313
H  24.38195  22.20444  -6.51828
H  23.28424  23.38312  -6.04308
H  21.90574  21.35342  -6.27925
H  22.73255  21.02025  -7.88161
H  20.80786  20.73614  -9.35950
H  19.56856  21.83576  -9.34777
H  19.74228  20.69998  -7.98438
H  19.54364  22.59876  -6.30172
H  19.44959  23.84644  -7.51981
H  20.63095  24.09857  -6.43798
H  23.07286  24.13624  -10.93540
H  23.29090  25.72890  -10.38340
H  24.58274  24.53861  -10.25093
H  20.63091  23.17371  -10.46483
O  15.35333  23.12380  -5.56944
H  15.12354  22.48012  -6.23960
H  14.60607  23.12464  -4.97125
O  9.77406  20.60911  -8.98897
H  10.59849  21.04058  -9.21343
H  10.01450  19.69459  -8.84037
O  19.85224  21.74751  -14.53452
H  19.31959  21.04296  -14.90345
H  19.75114  21.65398  -13.58728
O  16.48042  24.39261  -14.54650
H  17.32873  24.71488  -14.85105
H  16.68458  23.88400  -13.76173

Computed properties:
DFT total energy	-3506.28496	Eh
2S+1	2
LUMO energy (spin up / spin down)	-1.048 / -4.742	eV
HOMO energy (spin up / spin down)	-7.1 / -7.1	eV

2.
DFT (ωB97M-V/def2-TZVPD) results for C19H23AlIN5O3S2 as an isolated structure in a non-equilibrium geometry.

Positions of all 54 atoms, in Å:
C  0.51826  2.26236  -3.52564
I  -0.99847  -1.07344  -3.45492
H  -0.14041  2.20047  -4.51999
H  1.33285  1.56301  -3.80999
H  0.65209  3.37661  -3.33819
C  -0.84006  4.07249  -0.17473
C  -2.01864  3.59791  -0.70384
N  -1.69473  2.38175  -1.29386
C  -0.35698  2.14953  -1.13443
N  0.19762  3.22093  -0.51496
H  -0.62734  4.98171  0.32629
H  -3.01005  3.96794  -0.68045
C  2.63936  -4.02824  -0.70267
C  1.07971  -2.47692  -1.08945
N  2.36723  -2.67143  -0.69408
H  1.27366  -5.66382  -1.27885
N  0.55872  -3.71814  -1.26534
H  3.59298  -4.44764  -0.48761
Al  -0.08233  -0.84452  -1.15711
C  0.51378  1.44782  -2.09299
O  1.55820  0.83825  -1.47442
C  1.55133  -4.64324  -1.10395
C  -0.85211  -3.99482  -1.55999
H  -1.48437  -3.44543  -0.80678
H  -0.88683  -5.08798  -1.41345
H  -1.06849  -3.64969  -2.60991
C  3.31081  -1.68016  -0.35718
H  4.27840  -2.04341  -0.61709
H  3.26535  -1.43092  0.67711
H  3.12043  -0.76545  -0.87672
C  1.64106  3.56725  -0.36610
H  1.91819  4.32587  -1.10702
H  2.25717  2.67114  -0.45105
H  1.72540  3.98357  0.64392
C  -2.68574  1.68821  -2.03954
H  -2.37883  1.41537  -3.04162
H  -3.52732  2.36800  -2.14474
H  -3.03523  0.79815  -1.54070
O  0.91161  1.97962  2.05592
S  0.91997  0.51457  2.01353
O  2.16221  -0.18520  2.19819
N  -0.03282  -0.11569  0.74564
C  -1.22069  -0.57234  1.20525
S  -2.16113  -1.16584  -0.00749
C  -1.36202  -0.57198  2.60434
C  -2.37543  -1.12098  3.35568
C  -2.28514  -0.98126  4.73850
C  -1.18689  -0.37861  5.34171
C  -0.11713  0.11544  4.60224
C  -0.24416  -0.00318  3.22286
H  -3.21581  -1.62713  2.87455
H  -3.09106  -1.36320  5.35874
H  -1.15108  -0.27149  6.40682
H  0.78489  0.53419  5.06557

Computed properties:
DFT total energy	-2573.69222	Eh
total charge	-2
2S+1	1
energy relative to the best compared isomer or geometry (same formula, charge and spin)	69.73	kJ/mol
LUMO energy	4.342	eV
HOMO energy	2.1	eV

3.
DFT (ωB97M-V/def2-TZVPD) results for one molecule with the formula C5H3NO in a non-equilibrium geometry.

Positions of all 10 atoms, in Å:
C  1.75541  -0.43994  2.29296
C  0.87119  -0.57107  1.39082
C  -0.03315  -0.07862  0.31691
C  -0.01713  -0.22116  -1.18163
C  -1.17399  0.44602  -1.54397
H  2.52762  -0.66382  3.06845
H  0.62993  -0.62996  -1.88208
H  -1.55889  0.60870  -2.59448
N  -1.15065  0.56488  0.68704
O  -1.85036  0.98497  -0.55402

Computed properties:
SMILES string	C#Cc1ccon1
DFT total energy	-322.16404	Eh
2S+1	1
energy relative to the best compared isomer or geometry (same formula, charge and spin)	335.41	kJ/mol
LUMO energy	0.329	eV
HOMO energy	-10.0	eV

4.
DFT (ωB97M-V/def2-TZVPD) results for a 2-piece molecular cluster, C7H11F5NO6S overall in a non-equilibrium geometry.

Positions of all 31 atoms, in Å:
C  -4.05559  1.98992  0.86155
N  -2.81923  1.16870  1.28873
C  -3.36027  0.23601  2.33959
C  -2.78692  -1.29131  2.32282
O  -1.64606  -1.65702  2.97143
O  -3.49121  -2.43207  1.64807
S  -2.26641  0.37999  -0.15832
O  -2.12402  1.51752  -1.24509
O  -3.28293  -0.62859  -0.78578
C  -0.50432  -0.33803  -0.02877
F  -0.48957  -1.80694  0.21712
F  0.06231  -0.17211  -1.42076
C  0.48561  0.52986  0.94713
F  -0.01297  0.75539  2.32084
F  0.84565  1.87891  0.37917
F  1.78493  -0.22785  1.08163
H  -4.88865  1.28172  0.38660
H  -4.54275  2.38595  1.87395
H  -3.78826  2.90948  0.19404
H  -4.55351  0.20636  2.36178
H  -3.05180  0.69992  3.39339
C  4.77315  0.08286  -2.02056
C  3.88101  -0.99522  -2.62570
O  3.92846  -2.16029  -1.80028
O  6.10775  -0.40695  -1.90189
H  4.78433  0.98269  -2.64160
H  4.43331  0.34691  -1.01455
H  4.24491  -1.28244  -3.61583
H  2.84316  -0.65627  -2.70870
H  3.46344  -1.94976  -0.97182
H  6.02645  -1.34734  -1.64820

Computed properties:
DFT total energy	-1676.79579	Eh
total charge	-1
2S+1	1
LUMO energy	2.418	eV
HOMO energy	-4.5	eV